Entry 1:
{"formula": "C24H24N4O2", "method": "ωB97M-V/def2-TZVPD", "elements": ["C", "C", "C", "C", "C", "C", "C", "C", "O", "N", "C", "C", "N", "C", "C", "C", "C", "N", "C", "O", "C", "C", "C", "C", "N", "C", "C", "C", "C", "C", "H", "H", "H", "H", "H", "H", "H", "H", "H", "H", "H", "H", "H", "H", "H", "H", "H", "H", "H", "H", "H", "H", "H", "H"], "xyz": [[0.318805, 1.166174, -1.439226], [1.223905, 2.060862, -0.652794], [0.723344, 3.214355, -0.061393], [1.550678, 4.089287, 0.618648], [2.906952, 3.826589, 0.714772], [3.418780, 2.670642, 0.155544], [2.585270, 1.779314, -0.513030], [3.162583, 0.548407, -1.132640], [3.086076, 0.316521, -2.325661], [3.826752, -0.289059, -0.289061], [3.794780, -0.236452, 1.154910], [3.337737, -1.617448, 1.684176], [2.493465, -2.285759, 0.724498], [1.154445, -1.936930, 0.614648], [0.315320, -2.665459, -0.238244], [-1.016652, -2.342885, -0.375464], [-1.574027, -1.288537, 0.343711], [-2.922344, -0.976276, 0.123832], [-3.627644, 0.100010, 0.566380], [-3.190070, 0.971005, 1.291268], [-5.042733, 0.119325, 0.085789], [-5.434986, -0.291463, -1.185215], [-6.772616, -0.202609, -1.532674], [-7.666559, 0.296181, -0.596258], [-7.303197, 0.702368, 0.608503], [-6.029061, 0.623304, 0.935048], [-0.769396, -0.599385, 1.242506], [0.566475, -0.920345, 1.373621], [3.242077, -2.649841, -0.466933], [4.292087, -1.561847, -0.794017], [0.561367, 0.117816, -1.287121], [-0.719393, 1.334979, -1.163511], [0.440731, 1.378351, -2.501499], [-0.332975, 3.426428, -0.138778], [1.138763, 4.980718, 1.068086], [3.561991, 4.514734, 1.228066], [4.476108, 2.456834, 0.225007], [3.108060, 0.549197, 1.469443], [4.794591, 0.000018, 1.541765], [4.206632, -2.262832, 1.847038], [2.816302, -1.517552, 2.635807], [0.705009, -3.504048, -0.793994], [-1.634331, -2.918528, -1.051618], [-3.408901, -1.632875, -0.470656], [-4.710507, -0.644818, -1.907407], [-7.111838, -0.504974, -2.511357], [-8.721131, 0.384706, -0.821333], [-5.760057, 0.972055, 1.922913], [-1.184896, 0.207702, 1.821252], [1.147254, -0.343244, 2.073754], [3.739507, -3.614575, -0.308905], [2.557978, -2.741668, -1.308699], [4.422532, -1.471492, -1.872714], [5.256970, -1.786973, -0.330783]], "forces_ev_per_angstrom": [[-0.03, 0.02, -0.14], [0.10, -0.09, 0.01], [0.04, 0.00, 0.03], [0.00, 0.05, 0.02], [0.08, 0.05, 0.05], [-0.06, -0.04, -0.09], [-0.10, 0.34, -0.05], [0.14, 0.04, 0.07], [-0.21, 0.03, -0.24], [0.14, -0.15, 0.02], [-0.07, 0.05, 0.34], [-0.01, 0.08, -0.01], [0.19, -0.12, 0.15], [-0.31, 0.02, 0.07], [0.02, 0.06, -0.02], [-0.05, 0.20, 0.07], [0.45, 0.04, 0.16], [-0.25, -0.25, -0.27], [-0.10, -0.12, -0.13], [0.05, 0.05, 0.12], [-0.35, 0.13, -0.15], [-0.02, 0.06, 0.22], [0.00, 0.01, 0.04], [-0.01, -0.12, -0.36], [-0.38, 0.16, 0.33], [0.51, -0.07, 0.02], [-0.27, 0.02, -0.01], [0.23, -0.19, -0.10], [0.16, -0.09, -0.12], [0.03, -0.08, -0.26], [-0.05, -0.11, -0.02], [-0.08, -0.01, 0.03], [-0.03, -0.06, -0.07], [-0.12, 0.00, -0.01], [-0.04, 0.08, 0.04], [0.05, 0.06, 0.04], [0.10, -0.04, 0.04], [0.13, -0.13, 0.01], [-0.10, 0.02, 0.06], [-0.05, 0.06, 0.07], [0.09, -0.01, 0.01], [0.04, -0.07, -0.03], [-0.06, -0.06, -0.08], [-0.03, 0.17, 0.19], [0.05, -0.03, -0.03], [-0.05, -0.01, -0.07], [-0.07, -0.03, -0.11], [0.11, 0.01, 0.05], [-0.02, 0.04, 0.02], [0.11, 0.07, 0.05], [-0.01, 0.04, -0.14], [0.05, -0.01, 0.05], [0.07, -0.08, 0.15], [-0.03, 0.00, -0.03]], "mulliken_charge": [-1.32, 1.00, -0.72, -0.69, -0.67, -0.16, 0.34, 0.42, -0.67, 0.14, -0.64, -1.20, -0.03, 0.40, -0.45, -0.90, 0.69, -0.20, 0.70, -0.64, 0.23, -0.35, -0.55, -0.26, -0.61, -0.27, -0.81, -0.18, -0.93, -1.00, 0.07, 0.31, 0.39, 0.42, 0.40, 0.41, 0.49, 0.49, 0.33, 0.41, 0.46, 0.54, 0.36, 0.19, 0.45, 0.38, 0.36, 0.45, 0.48, 0.26, 0.31, 0.48, 0.43, 0.40], "max_force_ev_per_a": 0.53, "energy_ev": -35333.98637, "de_lowest_kcal_mol": 25.6}

***

Entry 2:
{"formula": "C24H31N5OS", "method": "ωB97M-V/def2-TZVPD", "elements": ["C", "N", "C", "C", "C", "C", "C", "C", "N", "N", "C", "S", "C", "C", "O", "N", "C", "C", "C", "C", "C", "C", "N", "C", "C", "C", "C", "C", "C", "C", "C", "H", "H", "H", "H", "H", "H", "H", "H", "H", "H", "H", "H", "H", "H", "H", "H", "H", "H", "H", "H", "H", "H", "H", "H", "H", "H", "H", "H", "H", "H", "H"], "xyz": [[-0.509933, -4.788692, 0.147506], [-1.789718, -4.136783, 0.102446], [-2.918067, -4.582733, 0.712866], [-3.954921, -3.748889, 0.394147], [-3.432058, -2.753952, -0.451573], [-2.094529, -3.021477, -0.620914], [-1.057945, -2.261039, -1.387080], [-0.154630, -1.545215, -0.445979], [1.077076, -1.906069, -0.184870], [1.568599, -1.086535, 0.751675], [0.633303, -0.231120, 1.049148], [0.784656, 1.067368, 2.214576], [1.450212, 2.385384, 1.107773], [1.924484, 1.787565, -0.205803], [1.199886, 1.891024, -1.187386], [3.111932, 1.166592, -0.230408], [3.939753, 0.995579, 0.951047], [4.806311, -0.262811, 0.946993], [6.114251, -0.122630, 0.171553], [5.942944, -0.180987, -1.341886], [4.965999, 0.861985, -1.875604], [3.516864, 0.571433, -1.492206], [-0.500171, -0.479849, 0.326443], [-1.736902, 0.250340, 0.380900], [-1.926455, 1.164781, -0.839522], [-3.064255, 2.109634, -0.581180], [-2.839099, 3.331398, 0.039174], [-3.889971, 4.188253, 0.312234], [-5.183047, 3.830781, -0.029726], [-5.418340, 2.614392, -0.646986], [-4.364938, 1.759452, -0.918304], [-0.334177, -5.358516, -0.769837], [0.292833, -4.058368, 0.257993], [-0.488493, -5.474953, 0.992433], [-2.902387, -5.458919, 1.330886], [-4.970265, -3.835810, 0.725916], [-3.980402, -1.949051, -0.902232], [-1.551210, -1.551172, -2.051353], [-0.440899, -2.934281, -1.985525], [0.631019, 3.071937, 0.893012], [2.231967, 2.902529, 1.659334], [3.284738, 0.921277, 1.819644], [4.582672, 1.878821, 1.074731], [5.053698, -0.470577, 1.990155], [4.217012, -1.102818, 0.582286], [6.591341, 0.822064, 0.446709], [6.787936, -0.927509, 0.473888], [6.917941, -0.031181, -1.811812], [5.588167, -1.173840, -1.627115], [5.246765, 1.857254, -1.526571], [5.028688, 0.867313, -2.965582], [2.841469, 0.991160, -2.241853], [3.343619, -0.509228, -1.454010], [-1.713010, 0.857319, 1.291546], [-2.560910, -0.465195, 0.457207], [-1.000172, 1.714691, -1.020640], [-2.138058, 0.561207, -1.723361], [-1.830190, 3.616832, 0.300659], [-3.700084, 5.137611, 0.791491], [-6.004381, 4.499353, 0.181779], [-6.424805, 2.330980, -0.918385], [-4.554422, 0.812534, -1.404069]], "forces_ev_per_angstrom": [[0.48, -0.24, -0.10], [-0.12, 0.18, 0.01], [-0.36, -0.17, 0.24], [-0.07, -0.14, 0.14], [0.15, 0.00, -0.19], [-0.17, 0.28, -0.35], [-0.09, -0.09, 0.19], [-0.06, 0.27, -0.03], [-0.09, -0.63, -0.74], [0.39, 0.30, 0.64], [-0.32, 0.37, 0.54], [0.12, -0.03, -0.08], [-0.32, -0.09, 0.14], [0.04, 0.39, 0.14], [-0.29, 0.07, -0.14], [0.15, 0.06, -0.20], [0.12, -0.02, 0.39], [0.16, 0.22, -0.05], [-0.10, -0.25, -0.13], [0.16, 0.32, 0.11], [0.00, -0.33, 0.00], [-0.09, 0.13, -0.40], [0.70, -0.58, -0.04], [-0.54, 0.33, -0.18], [0.03, 0.03, 0.22], [0.01, -0.11, -0.14], [0.00, -0.01, -0.01], [0.00, 0.07, 0.06], [-0.09, 0.06, 0.01], [-0.12, -0.01, 0.00], [0.01, 0.03, 0.02], [0.01, 0.00, 0.06], [-0.07, -0.12, 0.03], [-0.01, 0.03, -0.03], [0.06, -0.16, 0.10], [-0.17, -0.07, 0.10], [-0.04, 0.20, -0.12], [0.01, -0.10, -0.05], [0.01, 0.13, -0.05], [0.22, -0.03, -0.11], [0.05, -0.03, 0.03], [0.08, 0.09, -0.10], [0.00, -0.08, 0.08], [-0.08, -0.03, 0.01], [-0.03, -0.08, 0.08], [0.07, 0.03, 0.04], [0.07, 0.04, 0.04], [0.01, -0.09, -0.04], [0.01, -0.07, -0.05], [0.02, 0.11, -0.05], [-0.02, 0.07, 0.00], [0.14, -0.18, 0.15], [-0.04, 0.01, -0.05], [-0.03, -0.15, -0.15], [0.09, 0.11, 0.08], [-0.06, -0.09, 0.00], [0.03, 0.00, -0.05], [0.14, 0.02, 0.02], [0.02, 0.08, 0.03], [-0.06, 0.05, 0.01], [-0.08, -0.02, -0.02], [0.00, -0.11, -0.07]], "mulliken_charge": [-0.80, 0.19, -0.29, -1.07, -0.06, 0.01, -1.34, 1.13, -0.78, -0.21, 0.22, -0.32, -0.61, 0.54, -0.77, 0.27, -0.66, -0.81, -0.71, -0.57, -0.95, -0.73, 0.49, -1.11, 0.30, -0.21, 0.06, -0.78, -0.40, -0.69, -0.31, 0.25, 0.34, 0.32, 0.40, 0.45, 0.54, 0.30, 0.40, 0.27, 0.54, 0.44, 0.48, 0.37, 0.25, 0.29, 0.34, 0.36, 0.30, 0.32, 0.33, 0.52, 0.33, 0.52, 0.16, -0.03, 0.39, 0.35, 0.40, 0.38, 0.39, 0.30], "max_force_ev_per_a": 0.98, "energy_ev": -45725.05387, "de_lowest_kcal_mol": 23.9}